C4H2O3PS | ωB97M-V/def2-TZVPD

The geometry in ORCA input format:
```
! RIJCOSX wB97M-V def2-TZVPD def2/J DEFGRID3
* xyz -1 3
C -3.1626 0.1069 -0.3835
C -2.0376 0.3934 -0.0844
C 0.2635 0.0258 0.5866
C -0.7088 0.8983 0.1009
O 1.9088 -1.5774 -0.9441
O 3.8861 -0.9073 0.5613
O 1.5577 0.3640 0.7052
P 2.6339 -0.5619 -0.1680
S -0.3928 2.5509 -0.3057
H -4.1098 -0.2942 -0.5714
H 0.1616 -0.9985 0.5033
*
```

<S²>: 2.0233
Strongest force on any atom (hartree/bohr): 0.0652
DFT total energy (Eh): -1118.87552